C29H56N2O29S | the ωB97M-V functional and the def2-TZVPD basis

E in Eh: -3828.32984
LUMO energy in eV: 2.93
Kohn-Sham gap in eV: 3.970
E_HOMO in eV: -1.04
Total charge: -2
Strongest force on any atom in eV/A: 4.2

Cartesian coordinates (Å):
C -1.528 1.930 6.844
O -0.523 0.972 6.548
C -1.059 -0.126 5.767
N -0.185 -0.462 4.667
C -0.037 -1.917 4.472
O 1.002 -2.437 4.951
O -0.888 -2.649 3.912
C -0.444 0.312 3.442
N 0.521 -0.194 2.422
S -0.032 2.127 3.630
C -1.898 0.213 2.824
O -2.308 -0.727 2.147
O -2.665 1.241 3.028
H -1.957 1.772 7.872
H -2.311 2.038 6.064
H -1.009 2.926 6.903
H -2.130 0.024 5.497
H -1.039 -1.007 6.464
H 0.098 -0.969 1.904
H 0.609 0.574 1.753
H 0.858 2.069 4.678
C 6.517 2.351 6.156
O 5.343 1.795 6.732
C 4.599 1.070 5.869
O 4.857 0.878 4.706
O 3.541 0.608 6.505
C 2.679 -0.204 5.665
H 7.032 2.910 6.936
H 7.181 1.564 5.795
H 6.262 3.037 5.347
H 3.211 -1.083 5.308
H 2.298 0.380 4.830
H 1.839 -0.531 6.265
C 5.229 -0.805 2.548
O 4.905 -1.259 1.225
C 4.554 -0.284 0.387
O 4.503 0.888 0.641
O 4.261 -0.843 -0.800
C 3.863 0.092 -1.801
H 5.496 -1.678 3.141
H 6.081 -0.125 2.525
H 4.369 -0.327 3.005
H 4.666 0.800 -2.009
H 2.957 0.616 -1.498
H 3.649 -0.469 -2.711
C 3.108 -3.654 -3.983
O 2.762 -4.101 -5.297
C 2.409 -3.123 -6.131
O 2.364 -1.950 -5.870
O 2.111 -3.675 -7.316
C 1.713 -2.735 -8.310
H 3.376 -4.528 -3.394
H 3.969 -2.985 -4.020
H 2.259 -3.164 -3.506
H 2.517 -2.028 -8.516
H 0.809 -2.209 -8.003
H 1.499 -3.293 -9.220
C -2.054 -2.788 -0.761
O -2.104 -2.255 -2.096
C -1.115 -1.415 -2.397
O -0.214 -1.085 -1.676
O -1.299 -0.998 -3.665
C -0.306 -0.088 -4.130
H -2.904 -3.456 -0.642
H -1.139 -3.361 -0.611
H -2.135 -1.990 -0.020
H 0.680 -0.556 -4.126
H -0.303 0.820 -3.527
H -0.556 0.180 -5.156
C 6.701 -2.427 -1.580
O 7.931 -1.712 -1.753
C 8.316 -1.584 -3.020
O 7.735 -2.005 -3.987
O 9.471 -0.901 -3.036
C 10.002 -0.689 -4.340
H 6.488 -2.469 -0.514
H 5.883 -1.909 -2.073
H 6.793 -3.448 -1.954
H 9.313 -0.101 -4.946
H 10.225 -1.639 -4.825
H 10.930 -0.130 -4.228
C -4.191 1.346 -6.118
O -4.263 1.876 -7.448
C -3.276 2.715 -7.758
O -2.372 3.045 -7.039
O -3.466 3.132 -9.020
C -2.475 4.043 -9.487
H -5.040 0.680 -5.979
H -3.276 0.771 -5.981
H -4.257 2.146 -5.381
H -1.490 3.575 -9.484
H -2.470 4.950 -8.882
H -2.731 4.308 -10.511
C -6.664 1.609 8.996
O -6.697 0.198 9.202
C -5.648 -0.452 8.671
O -4.740 0.050 8.072
O -5.792 -1.756 8.926
C -4.732 -2.567 8.408
H -7.554 2.028 9.464
H -5.783 2.046 9.467
H -6.685 1.844 7.932
H -3.779 -2.288 8.856
H -4.682 -2.489 7.322
H -4.953 -3.600 8.672
C -8.124 2.473 -1.259
O -9.032 2.597 -2.361
C -8.440 2.610 -3.556
O -7.259 2.528 -3.760
O -9.393 2.729 -4.492
C -8.895 2.755 -5.827
H -8.715 2.474 -0.346
H -7.575 1.534 -1.316
H -7.436 3.317 -1.229
H -8.375 1.826 -6.063
H -8.236 3.611 -5.976
H -9.750 2.854 -6.494

Atomic forces in eV per Å
0.65 1.25 0.67
-1.30 0.08 -0.69
0.35 -1.64 0.97
-1.25 1.25 -0.29
0.54 -3.45 -0.18
0.57 1.30 0.66
-0.56 1.91 0.03
0.75 -1.28 -1.01
-0.07 0.59 -0.13
-0.03 -0.11 0.85
-3.04 2.85 0.29
1.36 -1.27 -0.52
1.61 -0.69 0.54
-0.01 -0.15 -0.87
0.43 -0.38 0.42
-0.37 -0.70 -0.10
0.68 0.41 -0.06
-0.05 0.49 -0.64
-0.23 0.09 0.41
0.11 -0.39 0.13
-0.44 -0.33 -0.77
0.11 0.10 -0.02
0.22 0.10 0.00
-0.93 -0.37 0.22
0.64 0.46 0.37
0.64 0.34 -0.03
-0.47 -0.42 -0.14
-0.17 -0.08 0.11
-0.08 0.06 -0.15
0.05 -0.15 -0.09
0.01 0.11 0.01
0.11 -0.08 0.01
0.16 0.13 0.10
-0.09 -0.01 0.31
0.18 -0.06 -0.42
-0.18 -0.16 0.47
0.14 0.00 -0.25
-0.07 0.02 -0.07
-0.18 0.16 -0.20
-0.10 -0.13 -0.25
-0.16 0.11 -0.07
0.07 0.04 -0.17
-0.07 0.07 0.13
0.11 0.05 0.05
0.04 -0.18 0.15
0.10 0.11 0.48
-0.05 0.03 -0.24
0.04 -0.21 0.21
-0.01 -0.02 -0.12
0.02 -0.03 0.00
-0.10 0.14 -0.24
-0.08 -0.11 -0.25
-0.12 0.07 -0.04
0.08 0.10 -0.07
-0.09 0.07 0.12
0.13 0.09 0.06
0.06 -0.18 0.16
-0.03 0.00 0.62
0.11 0.09 -0.35
-0.33 -0.23 0.31
0.13 0.01 -0.25
-0.06 0.01 -0.17
0.20 0.18 -0.05
-0.04 0.10 -0.28
0.04 0.17 0.00
0.17 -0.01 0.07
-0.03 0.08 0.10
0.09 -0.10 0.08
-0.17 -0.16 0.05
-0.31 -0.37 0.16
0.23 0.04 -0.23
-0.17 -0.02 0.39
0.15 0.05 -0.06
0.04 0.00 -0.03
0.15 0.09 -0.20
0.17 0.22 -0.03
0.11 -0.09 -0.07
0.05 0.10 -0.14
-0.03 -0.16 -0.03
-0.16 0.04 -0.05
-0.08 -0.02 0.23
-0.02 -0.20 0.46
0.04 0.11 -0.20
-0.19 -0.19 0.12
0.01 0.04 -0.14
-0.05 -0.01 -0.03
0.16 0.18 -0.15
-0.04 0.11 -0.25
0.03 0.16 0.02
0.13 -0.03 -0.05
-0.02 0.08 0.15
0.11 -0.11 0.07
-0.18 -0.16 0.06
-0.05 0.29 -0.04
-0.10 -0.08 0.09
0.07 -0.20 -0.07
-0.06 0.12 0.10
-0.18 0.08 0.13
0.26 -0.28 -0.17
-0.03 -0.25 0.05
0.05 -0.04 -0.17
0.19 -0.01 0.05
-0.03 0.11 -0.16
0.12 0.14 0.08
-0.21 0.13 0.10
0.20 -0.05 0.38
-0.07 0.03 -0.20
-0.12 -0.02 0.27
-0.02 0.02 -0.16
-0.04 0.01 0.03
0.04 0.01 -0.29
-0.17 0.02 -0.19
0.08 0.12 -0.09
0.06 -0.12 -0.11
0.12 0.11 0.06
0.10 -0.13 0.05
-0.10 0.00 0.22

C29H57Cl42F3NO2 | the ωB97M-V functional and the def2-TZVPD basis

E in Eh: -20971.53865
LUMO energy in eV: -2.93
Kohn-Sham gap in eV: 8.193
E_HOMO in eV: -11.12
Total charge: +1
Strongest force on any atom in eV/A: 7.5

Cartesian coordinates (Å):
C 1.226 5.312 0.870
C 0.321 4.286 0.156
C 0.041 3.061 1.015
O -0.061 3.087 2.203
O -0.104 1.857 0.320
C -1.274 1.824 -0.492
C -1.361 0.532 -1.264
N -0.717 0.597 -2.615
C 0.763 0.880 -2.614
C 1.584 -0.300 -3.136
C 2.144 -1.238 -2.056
F 3.492 -1.309 -2.182
F 1.653 -2.477 -2.219
F 1.885 -0.826 -0.797
H 1.539 4.935 1.840
H 2.078 5.503 0.232
H 0.703 6.250 1.021
H 0.791 3.924 -0.760
H -0.647 4.733 -0.080
H -1.383 2.701 -1.141
H -2.143 1.833 0.176
H -2.428 0.365 -1.421
H -1.010 -0.319 -0.684
H -0.929 -0.291 -3.092
H -1.188 1.326 -3.152
H 1.096 1.245 -1.647
H 0.919 1.689 -3.326
H 1.007 -0.910 -3.832
H 2.419 0.093 -3.709
C 6.967 -2.025 -1.768
Cl 7.237 -2.495 -3.451
Cl 8.350 -1.167 -1.086
H 6.108 -1.372 -1.735
H 6.792 -2.923 -1.183
C 2.894 -0.552 1.726
Cl 2.229 -1.934 2.609
Cl 3.926 0.450 2.745
H 3.482 -0.925 0.895
H 2.070 0.056 1.367
C 1.823 -3.051 6.267
Cl 2.311 -2.074 7.649
Cl 0.251 -3.828 6.526
H 1.745 -2.401 5.401
H 2.578 -3.812 6.094
C -5.297 -0.333 -2.253
Cl -6.154 1.168 -2.598
Cl -4.581 -0.301 -0.631
H -5.992 -1.163 -2.307
H -4.506 -0.458 -2.985
C -2.681 -2.034 -5.493
Cl -3.505 -0.523 -5.886
Cl -2.183 -2.077 -3.785
H -3.353 -2.864 -5.672
H -1.798 -2.124 -6.114
C 2.334 -6.214 4.293
Cl 2.533 -7.946 4.557
Cl 3.804 -5.310 4.705
H 2.114 -6.044 3.245
H 1.521 -5.857 4.915
C 1.045 1.299 7.027
Cl 1.536 0.468 5.545
Cl 2.351 2.299 7.675
H 0.200 1.935 6.807
H 0.779 0.551 7.766
C -5.111 4.644 -3.736
Cl -3.700 4.283 -2.718
Cl -4.632 5.380 -5.267
H -5.633 3.717 -3.941
H -5.752 5.328 -3.201
C -2.761 -3.821 8.976
Cl -2.379 -3.223 10.593
Cl -4.052 -2.883 8.212
H -1.872 -3.741 8.362
H -3.082 -4.852 9.054
C 6.913 -5.604 2.929
Cl 8.321 -5.867 3.956
Cl 7.325 -4.809 1.407
H 6.460 -6.564 2.707
H 6.198 -4.943 3.421
C -1.701 1.640 3.455
Cl -1.761 1.282 5.185
Cl -0.607 0.558 2.575
H -2.697 1.517 3.047
H -1.356 2.659 3.332
C 3.877 -4.579 -0.382
Cl 4.136 -5.272 1.216
Cl 4.893 -5.360 -1.603
H 2.836 -4.702 -0.658
H 4.134 -3.525 -0.340
C 0.550 -5.613 -4.098
Cl -0.464 -4.586 -5.124
Cl 0.524 -5.034 -2.428
H 0.180 -6.631 -4.124
H 1.566 -5.568 -4.472
C -9.142 3.864 -1.787
Cl -8.927 3.302 -3.453
Cl -7.726 4.755 -1.209
H -10.001 4.525 -1.760
H -9.292 3.002 -1.147
C -6.000 2.521 1.860
Cl -4.958 2.974 0.503
Cl -7.396 1.579 1.323
H -5.425 1.924 2.557
H -6.354 3.426 2.338
C 0.676 5.137 2.984
Cl -0.983 5.442 3.529
Cl 1.648 6.611 2.984
H 1.134 4.417 3.653
H 0.636 4.747 1.975
C 5.879 -2.170 5.373
Cl 6.773 -3.351 6.328
Cl 5.692 -2.685 3.685
H 4.891 -2.049 5.807
H 6.414 -1.228 5.386
C 4.010 8.070 -1.083
Cl 2.791 8.033 0.196
Cl 3.434 7.274 -2.556
H 4.244 9.102 -1.314
H 4.894 7.550 -0.733
C 8.122 -5.887 -4.936
Cl 6.837 -5.856 -3.721
Cl 7.571 -6.576 -6.467
H 8.450 -4.869 -5.112
H 8.940 -6.488 -4.558
C -10.849 7.256 -3.924
Cl -11.448 5.852 -3.025
Cl -9.543 8.074 -3.063
H -10.475 6.915 -4.881
H -11.669 7.951 -4.060
C -4.164 -2.231 -9.231
Cl -3.203 -3.526 -8.485
Cl -4.428 -2.522 -10.947
H -5.124 -2.185 -8.732
H -3.630 -1.295 -9.113

Atomic forces in eV per Å
2.86 0.09 -6.94
0.03 -0.85 -0.09
-0.35 0.11 -0.69
0.83 -0.89 -1.55
0.42 0.89 -0.92
-0.25 -0.14 0.55
-0.74 0.32 0.18
0.25 -0.05 0.60
0.43 0.07 -0.99
-0.13 0.00 0.46
0.49 0.04 -0.74
-0.49 -0.13 0.29
0.23 0.54 0.44
-0.22 -0.27 -0.57
5.02 0.24 -4.76
0.05 0.22 -0.68
0.10 -0.30 -0.14
-0.15 0.17 -0.07
-0.03 0.00 -0.17
0.20 -0.01 -0.09
-0.05 0.03 -0.05
0.17 -0.10 -0.28
0.41 0.03 -0.14
0.05 0.09 -0.14
-0.10 -0.02 0.02
-0.28 -0.18 0.17
-0.14 0.10 0.06
-0.03 -0.01 0.01
0.14 -0.02 0.12
0.14 -0.15 0.09
-0.06 0.17 -0.03
-0.05 -0.01 0.03
-0.11 0.14 -0.02
0.07 -0.04 -0.04
0.13 0.09 0.11
-0.09 -0.06 -0.10
-0.02 0.10 -0.02
0.06 -0.02 0.17
0.00 -0.01 0.15
0.16 0.15 -0.09
0.09 -0.07 0.16
0.01 -0.07 -0.10
-0.11 0.06 0.06
-0.23 0.08 0.21
-0.06 0.08 -0.08
-0.07 -0.03 -0.09
-0.09 -0.29 0.06
-0.05 0.04 0.09
0.03 0.02 0.03
0.02 0.06 -0.20
0.02 0.00 0.02
-0.09 0.02 0.25
-0.02 0.00 0.12
0.03 0.02 0.05
-0.11 -0.05 -0.02
-0.02 0.01 -0.02
0.02 -0.22 -0.10
0.10 -0.01 -0.02
0.05 -0.01 0.07
0.11 -0.10 0.18
0.03 0.13 -0.13
-0.02 0.00 0.02
0.01 0.08 -0.09
0.09 -0.03 -0.02
-0.09 -0.02 -0.23
0.10 -0.10 0.13
-0.01 -0.04 0.02
0.05 -0.05 0.03
0.01 0.10 0.10
0.05 -0.03 0.00
0.03 -0.03 0.00
-0.01 -0.02 -0.05
0.01 0.07 0.02
-0.06 0.03 0.04
-0.36 -0.02 0.12
-0.08 0.05 -0.02
0.49 0.10 -0.26
0.09 -0.01 -0.05
0.41 -0.42 0.05
-0.38 -0.22 0.42
-0.31 -0.04 -0.06
-0.65 -1.21 1.04
-0.08 -0.14 0.01
-0.35 -0.43 0.36
0.03 0.03 -0.04
-0.48 -0.06 0.14
-0.38 0.22 0.27
0.04 -0.09 -0.01
0.08 -0.02 0.00
0.15 0.01 0.05
0.08 -0.22 -0.25
-0.10 -0.36 0.04
-0.14 0.06 -0.01
0.00 0.06 0.04
-0.05 -0.12 0.14
0.02 0.01 0.02
-0.02 0.00 0.06
0.27 -0.09 0.01
0.13 -0.03 -0.03
-0.08 -0.01 0.08
0.15 0.16 0.03
0.02 0.01 0.02
-0.01 -0.06 -0.04
-0.03 0.03 -0.08
-3.19 1.08 6.52
-0.40 0.25 0.48
0.21 0.83 2.05
0.15 0.08 0.20
-4.08 -0.13 4.64
-0.11 0.12 0.07
-0.03 -0.03 -0.01
0.01 0.46 0.04
-0.01 -0.03 -0.03
0.05 -0.03 -0.05
0.04 0.06 0.03
0.22 0.32 -0.07
0.03 -0.02 -0.02
-0.08 0.01 -0.04
-0.04 -0.06 0.00
0.07 0.01 0.00
0.29 -0.22 -0.30
0.03 0.02 -0.01
-0.07 0.02 0.00
-0.05 -0.06 0.00
0.05 0.06 -0.07
-0.36 0.21 -0.20
0.01 0.00 -0.03
0.04 -0.05 0.04
-0.01 0.00 0.09
-0.08 0.10 -0.09
0.01 0.02 0.05
0.00 0.02 0.03
0.00 -0.08 0.00
0.06 -0.04 -0.02